Arrangement 1

Here is the molecule C21H26N2O5S from the Open Molecules 2025 dataset. Energies are from the ωB97M-V functional and the def2-TZVPD basis.

CARTESIAN COORDINATES (ANGSTROEM)
C -0.849 4.461 -1.444
H 0.084 4.736 -1.928
H -1.650 4.476 -2.179
H -1.072 5.194 -0.671
C -0.716 3.063 -0.831
N 0.382 3.015 0.132
S 1.977 3.117 -0.340
O 2.141 3.733 -1.629
O 2.668 3.689 0.780
C 2.461 1.400 -0.469
C 2.344 0.584 0.640
C 2.803 -0.720 0.576
C 3.380 -1.209 -0.593
C 3.472 -0.376 -1.703
C 3.021 0.931 -1.640
H 3.106 1.603 -2.480
H 3.920 -0.746 -2.614
C 3.875 -2.625 -0.669
H 4.706 -2.687 -1.373
H 4.227 -2.952 0.311
C 2.765 -3.589 -1.130
C 1.692 -3.672 -0.056
O 1.778 -4.435 0.879
N 0.675 -2.785 -0.246
C -0.433 -2.537 0.571
C -1.340 -1.571 0.148
C -2.463 -1.275 0.905
C -2.673 -1.931 2.121
C -1.773 -2.907 2.527
C -0.666 -3.218 1.763
H 0.022 -3.979 2.087
H -1.960 -3.416 3.458
O -3.743 -1.640 2.930
C -4.383 -0.430 2.592
C -4.587 -0.346 1.080
H -5.092 0.578 0.797
O -3.339 -0.337 0.420
H -5.179 -1.210 0.747
H -5.336 -0.424 3.121
H -3.772 0.422 2.920
H -1.200 -1.041 -0.782
H 0.733 -2.189 -1.060
H 3.194 -4.584 -1.252
H 2.352 -3.258 -2.084
H 2.726 -1.361 1.441
H 1.910 0.985 1.542
H 0.238 3.615 0.930
C -0.423 2.030 -1.917
H 0.446 2.335 -2.492
H -1.277 1.939 -2.584
H -0.224 1.064 -1.459
C -1.999 2.689 -0.083
H -2.191 3.395 0.722
H -1.914 1.691 0.337
H -2.844 2.705 -0.766

E_HOMO = -8.096 eV
structure (SMILES) = CC(C)(C)NS(=O)(=O)c1ccc(CCC(=O)Nc2ccc3c(c2)OCCO3)cc1
charge = 0
LUMO energy = 0.53 eV
Kohn-Sham gap = 8.6 eV

Here are the natural (NBO) charges for atoms 1 to 2, given in e: atom 1 (C): -0.632, atom 2 (H): 0.240


Arrangement 2

Here is the molecule C21H26N2O5S from the Open Molecules 2025 dataset. Energies are from the ωB97M-V functional and the def2-TZVPD basis.

CARTESIAN COORDINATES (ANGSTROEM)
C 2.391 -0.166 -3.328
C 1.497 1.027 -3.478
C 0.428 1.202 -2.608
C -0.425 2.290 -2.732
C -0.211 3.244 -3.736
C 0.869 3.065 -4.585
C 1.714 1.975 -4.465
H 2.542 1.863 -5.149
H 1.049 3.792 -5.364
C -1.124 4.425 -3.892
H -2.154 4.102 -4.053
H -0.820 5.024 -4.747
H -1.098 5.059 -3.005
N -1.475 2.447 -1.824
S -2.278 1.213 -1.036
O -3.604 1.708 -0.813
O -2.123 -0.039 -1.719
C -1.442 1.075 0.536
C -2.061 0.292 1.490
C -1.444 0.054 2.706
C -0.189 0.606 2.957
C 0.413 1.422 1.994
C -0.212 1.654 0.785
H 0.256 2.273 0.037
H 1.377 1.851 2.216
O 0.533 0.401 4.089
C 0.003 -0.453 5.080
H 0.722 -0.417 5.904
H -0.964 -0.096 5.452
C -0.145 -1.917 4.634
O -0.989 -2.644 5.114
N 0.752 -2.293 3.712
H 1.410 -1.626 3.334
C 0.809 -3.614 3.138
H -0.029 -4.188 3.536
C 0.736 -3.553 1.607
C -0.615 -3.100 1.048
H -1.311 -3.928 0.944
H -1.051 -2.344 1.701
C -0.206 -2.483 -0.286
H -0.922 -1.761 -0.673
H -0.062 -3.268 -1.030
C 1.137 -1.845 0.070
H 1.004 -0.811 0.414
H 1.845 -1.850 -0.763
O 1.694 -2.611 1.132
H 0.994 -4.548 1.212
H 1.750 -4.092 3.431
H -1.939 -0.566 3.437
H -3.026 -0.134 1.265
H -2.092 3.224 -1.995
H 0.235 0.467 -1.843
H 1.797 -1.077 -3.285
H 3.085 -0.237 -4.162
H 2.966 -0.094 -2.405

E_HOMO = -8.643 eV
structure (SMILES) = Cc1ccc(C)c(NS(=O)(=O)c2ccc(OCC(=O)NC[C@H]3CCCO3)cc2)c1
charge = 0
LUMO energy = 0.59 eV
Kohn-Sham gap = 9.2 eV

Here are the natural (NBO) charges for atoms 1 to 2, given in e: atom 1 (C): -0.630, atom 2 (C): 0.014


arrangement 1 is the most stable structure; the next one sits 9.0 kJ/mol above it.